Entry 1:
Density functional theory data (ωB97M-V/def2-TZVPD) for one molecule with the formula C5H5Br2P.

Output
SMILES = BrP(Br)C1C=CC=C1
calculated total energy = -5682.84664 Ha
total charge = 0
HOMO-LUMO gap = 8.527 eV

Structure (XYZ):
```
13
C5H5Br2P (ωB97M-V/def2-TZVPD)
C 0.99222 0.07657 -0.36384
C 0.45078 1.12862 0.23914
C 0.21088 -1.09731 -0.32449
C -0.93572 0.72636 0.75141
C -0.91988 -0.85419 0.32300
P -1.45202 2.10318 2.38197
Br 0.42333 2.30656 3.42749
Br -1.17867 3.99282 1.07795
H 1.95059 0.29673 -0.90628
H 1.03231 1.94581 0.65387
H 0.45379 -2.08850 -0.81318
H -1.66775 1.24553 0.16382
H -1.70947 -1.58618 0.49081
```


Entry 2:
Density functional theory data (ωB97M-V/def2-TZVPD) for a 2-piece molecular cluster, C36H34N3S overall.

Output
calculated total energy = -1954.35287 Ha
total charge = +1
HOMO-LUMO gap = 3.411 eV

Structure (XYZ):
```
74
C36H34N3S (ωB97M-V/def2-TZVPD)
C -0.56384 2.05879 -3.20645
C -1.90848 1.44295 -2.84827
C -2.85205 2.51820 -2.32626
N -2.53674 0.79057 -4.03408
C -2.75529 -0.45402 -3.78955
S -3.40716 -1.51220 -4.99244
C -3.99516 -0.06930 -6.03605
C -4.63748 -0.59592 -7.27195
N -5.15142 -1.05156 -8.21323
C -2.31772 -0.91597 -2.38869
C -3.51436 -1.32910 -1.52880
C -1.28887 -2.02371 -2.56158
N -1.72004 0.32908 -1.89255
C -1.22829 0.52403 -0.64083
C -0.96964 -0.45517 0.31167
C -1.62953 -0.52244 1.59379
C -1.47713 -1.68082 2.41442
C -2.01448 -1.72403 3.69323
C -2.82159 -0.67647 4.15232
C -3.10204 0.40522 3.30220
C -2.46537 0.52454 2.06914
H -0.69391 2.75724 -4.03955
H -0.16650 2.59433 -2.34038
H 0.14486 1.27880 -3.50416
H -3.01484 3.25419 -3.12266
H -3.82384 2.08492 -2.05541
H -2.41656 3.01586 -1.45560
H -4.73028 0.47139 -5.42091
H -3.13662 0.58032 -6.26956
H -4.01100 -2.20391 -1.97649
H -3.19429 -1.58272 -0.50997
H -4.24596 -0.50859 -1.48553
H -1.72500 -2.84055 -3.16229
H -0.42126 -1.62571 -3.11446
H -0.96311 -2.42001 -1.59166
H -1.04175 1.57794 -0.42021
H -0.28847 -1.27401 0.08144
H -0.91306 -2.52750 2.01661
H -1.78094 -2.57294 4.34238
H -3.24615 -0.72241 5.15427
H -3.79334 1.17973 3.63371
H -2.62228 1.40542 1.43730
C 2.50233 -0.11235 1.61406
C 2.43393 -1.37118 2.34910
C 1.47014 -1.57291 3.36931
C 1.43952 -2.73547 4.14423
C 2.33761 -3.77483 3.88118
C 3.29995 -3.61119 2.88066
C 3.35092 -2.43545 2.12815
C 3.22143 0.09670 0.36611
C 3.52489 1.50584 0.22811
C 4.48543 1.95932 -0.67163
C 5.06923 1.03387 -1.54995
C 4.73897 -0.33315 -1.46277
C 3.80792 -0.80232 -0.52528
C 2.95955 2.19430 1.37626
C 2.33490 1.19970 2.22474
C 1.98643 1.56229 3.52921
C 2.14955 2.89424 3.93774
C 2.74822 3.85297 3.10414
C 3.22032 3.48510 1.83205
H 0.71501 -0.80744 3.53458
H 0.69977 -2.84459 4.93820
H 2.27598 -4.71087 4.44054
H 4.00614 -4.41544 2.66891
H 4.14272 -2.31261 1.39305
H 4.78294 3.01426 -0.67223
H 5.78638 1.37881 -2.29559
H 5.24364 -1.04087 -2.12425
H 3.57271 -1.86383 -0.45723
H 1.66209 0.80341 4.23404
H 1.82955 3.19202 4.93850
H 2.86266 4.88392 3.44037
H 3.78018 4.18325 1.20277
```


Entry 3:
Density functional theory data (ωB97M-V/def2-TZVPD) for C35H34ClIMnN8O7S2 as an isolated structure.

Output
expectation value of S² = 0.927
calculated total energy = -5024.13714 Ha
energy above the lowest of the compared OMol25 structures with the same formula, charge and spin = 19.7 kcal/mol
total charge = 0
HOMO-LUMO gap (spin up / spin down) = 7.425 / 7.148 eV
multiplicity = 2

Structure (XYZ):
```
89
C35H34ClIMnN8O7S2 (ωB97M-V/def2-TZVPD)
Mn 0.56794 -0.91395 -0.16120
C 4.79824 -2.34549 0.59543
C 3.41317 -2.05534 0.11077
N 2.34213 -2.09657 0.80164
N 2.35264 -2.40655 2.11380
C 1.16794 -2.83408 2.68804
N 1.27183 -3.04465 4.01557
S -0.18435 -3.07809 1.78784
C 3.16982 -1.74252 -1.32200
C 4.19120 -1.56270 -2.23671
C 3.85574 -1.39864 -3.57290
C 2.52820 -1.45669 -3.94336
C 1.56666 -1.61078 -2.95439
N 1.87386 -1.72605 -1.66489
H 4.80726 -2.90301 1.53111
H 5.35604 -1.41716 0.74569
H 5.34028 -2.94080 -0.13782
H 3.22289 -2.51298 2.61085
H 2.00393 -2.58746 4.53625
H 0.39754 -3.15387 4.50676
H 5.22375 -1.54365 -1.91905
H 4.62940 -1.23896 -4.31244
H 2.22291 -1.35653 -4.97550
H 0.50892 -1.63353 -3.18055
C -0.99196 1.29829 5.68375
C -1.10241 -0.19296 5.79242
C -0.42459 -0.86858 6.79991
C -0.54765 -2.24000 6.95001
Cl 0.33162 -3.04397 8.22494
C -1.35943 -2.97714 6.10808
C -2.01636 -2.31825 5.07795
C -1.88388 -0.94659 4.91175
O -2.67323 -0.40125 3.93117
C -2.17716 0.46705 2.91453
C -0.85780 0.01259 2.29029
O 0.11798 -0.12275 3.01853
O -0.88847 -0.15869 1.01232
H -0.50100 1.70739 6.56578
H -1.97760 1.75925 5.59972
H -0.40689 1.57112 4.80335
H 0.19571 -0.31192 7.49086
H -1.47208 -4.04354 6.24859
H -2.64188 -2.85940 4.38193
H -2.04359 1.48515 3.29271
H -2.96979 0.47305 2.16879
C -3.51721 2.00241 -0.62213
C -3.46893 0.77343 -1.46659
C -4.17021 0.58952 -2.62506
C -3.96617 -0.61906 -3.32019
N -3.09909 -1.53475 -2.93464
C -2.38848 -1.32649 -1.80337
S -1.21093 -2.41559 -1.26599
N -2.65077 -0.21496 -1.06112
C -4.71798 -0.88799 -4.58798
H -4.32383 2.65604 -0.94481
H -2.57050 2.54130 -0.70802
H -3.66120 1.75058 0.42870
H -4.85246 1.34452 -2.98626
H -2.07185 -0.08858 -0.20879
H -5.77077 -0.62524 -4.48276
H -4.62082 -1.93371 -4.86520
H -4.30951 -0.27359 -5.39391
I 0.27634 4.77476 0.85587
C 1.43002 3.08079 1.17629
C 2.60745 3.12914 1.89849
C 3.30191 1.94632 2.05767
C 2.79301 0.78267 1.50587
N 1.65811 0.72621 0.81201
C 0.99872 1.87925 0.64620
H 2.96913 4.05632 2.32223
H 4.22918 1.91803 2.61297
H 3.32056 -0.14387 1.65360
H 0.09066 1.82168 0.07191
O 2.08885 1.35880 -2.01674
C 0.91266 1.12764 -2.27625
O 0.07146 0.43672 -1.58976
C 0.32627 1.71540 -3.55147
C -0.84032 1.19851 -4.10118
C -1.34588 1.70729 -5.28711
C -0.66321 2.74526 -5.89157
C 0.50037 3.28425 -5.37262
C 0.99740 2.75007 -4.19489
N -1.20140 3.30080 -7.15567
O -0.59620 4.21773 -7.67119
O -2.21769 2.80609 -7.60058
H -1.33932 0.38116 -3.59906
H -2.24139 1.31442 -5.74360
H 0.99366 4.09455 -5.88730
H 1.91286 3.12342 -3.75629
```


Entry 4:
Density functional theory data (ωB97M-V/def2-TZVPD) for a 5-piece molecular cluster, C2H14O5 overall.

Output
SMILES = CCO.O.O.O.O
calculated total energy = -460.70423 Ha
energy above the lowest of the compared OMol25 structures with the same formula, charge and spin = 63.6 kcal/mol
total charge = 0
HOMO-LUMO gap = 9.693 eV

Structure (XYZ):
```
21
C2H14O5 (ωB97M-V/def2-TZVPD)
C 0.21213 1.28824 1.90445
O 0.82011 2.50466 1.48899
C -1.10606 1.49377 2.62273
H 0.10947 0.65968 0.99796
H 0.93201 0.64727 2.36444
H 0.48009 3.09519 2.16735
H -1.38700 2.57539 2.70794
H -2.05737 0.84110 2.21869
H -1.02308 1.35899 3.66788
H -0.11947 2.32259 -2.13192
H -1.71753 2.34973 -2.03895
O -0.94610 2.71953 -1.67586
H 3.54567 -3.09864 0.02863
H 3.33764 -2.54188 -1.45994
O 3.74151 -3.14215 -0.90733
H 0.88268 -1.08564 -1.30061
H -0.27992 -1.61032 -1.34985
O 0.23279 -1.04275 -0.65342
H -1.48344 -3.31219 -3.57625
H -2.53339 -3.15090 -2.39608
O -1.64074 -2.87167 -2.67885
```


Entry 5:
Density functional theory data (ωB97M-V/def2-TZVPD) for a 3-piece molecular cluster, C4H11NS overall.

Output
calculated total energy = -611.71908 Ha
energy above the lowest of the compared OMol25 structures with the same formula, charge and spin = 140.0 kcal/mol
total charge = 0
HOMO-LUMO gap = 9.351 eV

Structure (XYZ):
```
17
C4H11NS (ωB97M-V/def2-TZVPD)
C 2.35054 -0.77294 0.23080
C -0.36123 0.57475 0.17100
C -0.45975 2.08884 0.05514
C -1.54070 -0.32525 -0.51371
H 3.41022 -0.87703 -0.12854
H 1.91636 -1.83227 0.47816
H 2.49132 -0.56611 1.39116
H -0.40271 0.22878 1.29257
H 0.33328 2.54595 0.94025
H -0.19924 2.41354 -0.97413
H -1.34397 2.40144 0.54049
H -1.42582 -0.43220 -1.65432
H -2.59596 0.24159 -0.15166
H -2.08845 -2.33319 -0.88334
H -0.01971 -1.71480 -0.24656
N -1.37071 -1.80569 0.19148
S 1.30653 0.16457 -0.73879
```